Record 1
Computed, not measured: a cluster of 3 separate species, C37H53F2N3O7 in total, with ωB97M-V/def2-TZVPD.

CARTESIAN COORDINATES (ANGSTROEM)
C -4.510 -6.438 4.716
C -3.781 -5.555 5.711
F -3.344 -6.283 6.771
N -2.612 -4.928 5.068
C -1.422 -5.561 5.122
C -0.312 -5.045 4.480
C 1.026 -5.727 4.511
C 1.063 -7.012 5.333
C 0.327 -8.172 4.701
C 0.630 -8.582 3.403
C -0.041 -9.662 2.842
C -1.016 -10.343 3.565
C -1.321 -9.948 4.860
C -0.648 -8.863 5.419
C -0.483 -3.839 3.779
C 0.708 -3.230 3.076
O 1.317 -2.372 3.611
O 1.135 -3.821 1.939
C 0.130 -4.068 0.963
C -0.134 -5.541 0.843
O 0.641 -6.399 1.018
F -1.380 -5.804 0.478
C -1.703 -3.176 3.766
C -1.929 -1.857 3.057
O -2.553 -1.037 3.736
O -1.476 -1.782 1.902
C -2.763 -3.761 4.430
H -5.495 -6.701 5.072
H -4.558 -5.905 3.772
H -3.893 -7.318 4.541
H -4.440 -4.779 6.089
H -1.373 -6.491 5.654
H 1.326 -5.919 3.485
H 1.762 -5.035 4.918
H 2.108 -7.308 5.401
H 0.728 -6.862 6.357
H 1.395 -8.063 2.851
H 0.194 -9.969 1.835
H -1.516 -11.186 3.114
H -2.061 -10.495 5.422
H -0.907 -8.577 6.431
H -0.782 -3.495 1.121
H 0.534 -3.746 0.007
H -3.739 -3.304 4.449
C -1.338 4.180 -0.403
C 0.114 4.037 0.111
C 0.998 3.430 -0.979
C 0.770 1.934 -1.197
C 0.870 1.172 0.125
C -0.043 1.735 1.213
N 0.154 3.212 1.353
O 1.227 3.472 2.031
C -1.511 1.395 0.894
C 0.251 1.040 2.535
C 0.598 5.453 0.405
H -2.050 4.167 0.422
H -1.467 5.131 -0.922
H -1.622 3.403 -1.112
H 2.051 3.585 -0.718
H 0.829 3.972 -1.915
H -0.202 1.759 -1.666
H 1.517 1.553 -1.897
H 0.625 0.120 -0.031
H 1.909 1.202 0.471
H -2.184 1.889 1.596
H -1.673 0.321 0.986
H -1.815 1.664 -0.116
H 1.300 1.113 2.822
H 0.007 -0.015 2.450
H -0.354 1.457 3.340
H 0.015 5.917 1.202
H 0.488 6.061 -0.494
H 1.649 5.483 0.688
C 0.969 6.415 -8.296
C 2.028 6.937 -7.297
C 3.067 5.850 -7.016
C 2.553 4.725 -6.117
C 1.943 5.291 -4.835
C 0.871 6.347 -5.097
N 1.378 7.393 -6.031
O 2.137 8.232 -5.403
C -0.400 5.677 -5.655
C 0.445 6.983 -3.778
C 2.711 8.121 -7.975
H 0.020 6.939 -8.173
H 1.296 6.585 -9.321
H 0.785 5.346 -8.207
H 3.941 6.304 -6.537
H 3.414 5.438 -7.967
H 1.822 4.111 -6.651
H 3.379 4.058 -5.863
H 1.514 4.480 -4.242
H 2.744 5.725 -4.228
H -1.131 6.428 -5.958
H -0.857 5.059 -4.883
H -0.216 5.021 -6.502
H 1.287 7.398 -3.226
H -0.019 6.228 -3.143
H -0.283 7.779 -3.940
H 2.003 8.931 -8.157
H 3.116 7.798 -8.933
H 3.537 8.513 -7.385

Atoms 1-3, force components in eV/Å:
0.81 0.17 -0.01
-0.80 -0.25 -0.44
0.16 -0.14 0.27

Multiplicity: 3
HOMO energy (alpha / beta) (hartree): -0.2813 / -0.3157
<S²>: 2.008
Total charge: 0
Total energy (eV): -63463.2471


Record 2
Computed, not measured: a structure of composition C37H53N2P3Pt, with ωB97M-V/def2-TZVPD.

CARTESIAN COORDINATES (ANGSTROEM)
Pt -0.691 -0.238 0.822
C -4.143 -0.402 -0.451
C -3.371 -1.373 -1.334
P -1.603 -1.645 -0.877
C -0.778 -1.558 -2.490
C 0.139 -0.554 -2.781
C 0.728 -0.495 -4.036
C 0.398 -1.438 -4.997
C -0.528 -2.435 -4.712
C -1.118 -2.500 -3.462
C -1.504 -3.402 -0.445
C -2.549 -4.048 0.214
C -2.456 -5.401 0.501
C -1.320 -6.113 0.141
C -0.263 -5.468 -0.488
C -0.347 -4.114 -0.769
C -3.655 1.031 -0.682
P -2.241 1.535 0.361
C -1.763 3.141 -0.354
C -1.745 3.337 -1.737
C -1.482 4.594 -2.255
C -1.214 5.658 -1.405
C -1.181 5.458 -0.033
C -1.446 4.204 0.494
C -2.910 1.973 1.986
C -4.214 2.418 2.175
C -4.622 2.822 3.437
C -3.736 2.802 4.505
C -2.429 2.371 4.318
C -2.022 1.948 3.064
H -4.069 -0.682 0.603
H -5.197 -0.462 -0.720
H -3.366 -0.991 -2.356
H -3.859 -2.348 -1.359
H 0.382 0.182 -2.021
H 1.443 0.283 -4.267
H 0.862 -1.397 -5.973
H -0.788 -3.166 -5.466
H -1.834 -3.282 -3.241
H -3.442 -3.504 0.500
H -3.274 -5.902 1.001
H -1.257 -7.173 0.349
H 0.625 -6.020 -0.764
H 0.476 -3.611 -1.261
H -4.458 1.750 -0.517
H -3.347 1.140 -1.722
H -1.939 2.521 -2.420
H -1.487 4.745 -3.326
H -1.028 6.643 -1.813
H -0.949 6.282 0.628
H -1.430 4.057 1.565
H -4.917 2.460 1.354
H -5.638 3.163 3.585
H -4.063 3.129 5.482
H -1.732 2.382 5.147
H -1.002 1.619 2.890
C 2.663 3.041 2.884
C 2.365 3.224 1.396
C 3.587 2.823 0.563
C 1.999 4.680 1.136
N 1.165 2.430 1.034
N 1.364 1.036 0.820
H 3.446 3.734 3.193
H 3.011 2.032 3.113
H 1.770 3.257 3.472
H 4.425 3.480 0.795
H 3.380 2.911 -0.506
H 3.910 1.802 0.780
H 2.844 5.322 1.376
H 1.157 4.974 1.763
H 1.734 4.846 0.089
H 0.686 2.836 0.241
H 1.983 0.700 1.549
H 1.806 0.831 -0.077
C 1.078 -0.497 5.497
C 1.106 -0.140 4.010
P 0.033 -1.183 2.940
C 0.997 -2.754 2.911
C 0.171 -4.004 2.628
C -1.444 -1.533 3.985
C -2.670 -1.963 3.180
H 1.793 0.138 6.020
H 1.354 -1.535 5.677
H 0.097 -0.322 5.937
H 2.125 -0.262 3.629
H 0.826 0.906 3.877
H 1.496 -2.849 3.878
H 1.774 -2.633 2.152
H -0.540 -4.202 3.430
H 0.828 -4.870 2.555
H -0.377 -3.919 1.691
H -1.676 -0.616 4.530
H -1.169 -2.298 4.713
H -2.884 -1.216 2.415
H -3.544 -2.046 3.827
H -2.509 -2.922 2.691

Atoms 1-3, force components in eV/Å:
0.01 1.29 -1.03
0.06 0.06 0.00
0.03 -0.01 0.18

HOMO energy (alpha / beta) (hartree): -0.4957 / -0.4958
Total charge: +2
Total energy (eV): -73310.9664